Formula: C3H4NO5P
Source: OMol25
Level of theory: ωB97M-V/def2-TZVPD

charge: -2
DFT total energy: -24189.5240 eV
LUMO energy: 6.5982 eV
frontier orbital gap: 6.73 eV
largest force on an atom: 0.090 Eh/bohr
multiplicity: 1

```
14
C3H4NO5P ωB97M-V/def2-TZVPD
P 1.26 1.43 -0.07
O 1.30 1.65 -1.58
O 0.38 2.40 0.62
O 1.23 -2.03 -1.11
O 1.55 -2.12 1.03
O 2.57 1.02 0.49
N 0.98 -1.58 0.03
C -0.99 -0.28 -0.52
C -2.06 0.19 0.04
C 0.21 -0.49 0.30
H -2.20 0.38 1.11
H -1.12 -0.32 -1.54
H -3.04 0.28 -0.41
H -0.08 -0.52 1.61
```

***

Formula: C3H6O2
Source: OMol25
Level of theory: ωB97M-V/def2-TZVPD

DFT total energy: -7298.3188 eV
LUMO energy: 0.0439 eV
frontier orbital gap: 8.91 eV
largest force on an atom: 0.109 Eh/bohr
multiplicity: 1

```
11
C3H6O2 ωB97M-V/def2-TZVPD
O 1.40 -0.97 0.72
O -1.30 0.40 -0.63
C -0.21 0.87 0.10
C -1.01 -0.45 -1.55
C 0.23 -0.31 0.86
H 0.28 -0.10 1.91
H 1.34 -1.20 -0.21
H 0.55 1.25 -0.56
H -0.02 -0.10 -1.95
H -0.60 1.65 0.73
H -0.66 -1.07 0.82
```

***

Formula: C31H41O2Si
Source: OMol25
Level of theory: ωB97M-V/def2-TZVPD

charge: +1
DFT total energy: -44777.4708 eV
LUMO energy: -5.7510 eV
frontier orbital gap: 4.74 eV
largest force on an atom: 0.031 Eh/bohr
multiplicity: 1

```
75
C31H41O2Si ωB97M-V/def2-TZVPD
Si -0.26 -0.56 -5.02
O -1.16 -0.26 -3.57
O -1.52 2.31 7.32
C 0.89 -2.08 -2.99
C 1.23 -1.51 -4.37
C -1.24 -1.65 -6.25
C -0.89 1.15 -0.12
C 1.31 0.81 2.68
C 2.59 0.18 2.64
C -3.76 1.42 7.45
C -1.07 0.59 -2.52
C 0.31 0.97 -5.97
C -0.85 0.18 -1.25
C -1.26 2.35 4.93
C -2.70 -1.76 -5.82
C 5.14 -1.08 2.52
C 0.67 1.25 3.86
C 4.68 -0.33 1.42
C 4.35 -1.20 3.67
C 0.16 0.85 -7.49
C 1.23 1.14 5.18
C -0.57 1.97 3.79
C -0.76 2.02 6.21
C -1.90 0.21 8.44
C -4.11 -0.78 8.38
C 0.51 1.45 6.33
C 2.53 -0.71 -4.35
C -2.40 1.32 7.76
C 3.09 -0.63 3.71
C 3.44 0.29 1.48
C -4.61 0.35 7.72
C -2.77 -0.85 8.75
C -0.62 -3.02 -6.48
C -0.41 2.20 -5.43
H 2.45 0.19 -3.72
H -3.26 -2.34 -6.58
H 1.34 -2.33 -5.08
H 2.44 -0.84 4.56
H 3.33 -1.34 -3.94
H -3.17 -0.78 -5.73
H -0.66 -3.62 -5.56
H 0.97 1.28 7.31
H 1.66 -2.82 -2.71
H 5.32 -0.22 0.54
H 0.63 -0.06 -7.87
H -0.96 2.23 2.81
H 1.38 1.06 -5.74
H -0.76 -0.90 -1.00
H -4.79 -1.61 8.62
H -5.66 0.41 7.45
H 0.88 -1.30 -2.22
H 6.16 -1.50 2.51
H 4.72 -1.71 4.56
H 0.01 1.79 -0.07
H -2.18 2.94 4.86
H -0.89 0.86 -7.79
H -1.24 1.65 -2.79
H -0.92 0.63 0.85
H 0.81 1.03 1.73
H 0.43 -2.95 -6.81
H -4.14 2.34 6.98
H -0.13 2.41 -4.39
H 3.08 0.88 0.63
H 2.26 0.83 5.30
H -1.51 2.07 -5.48
H -0.08 -2.59 -2.99
H -1.75 1.84 -0.17
H -0.14 3.08 -6.04
H 2.83 -0.40 -5.36
H -1.21 -1.11 -7.21
H -1.17 -3.56 -7.26
H -2.77 -2.29 -4.87
H -2.39 -1.72 9.29
H -0.85 0.17 8.74
H 0.65 1.71 -7.99
```

***

Formula: C5H6N2S
Source: OMol25
Level of theory: ωB97M-V/def2-TZVPD

DFT total energy: -19092.5105 eV
structure (SMILES): NC1=CC(=S)C=C1N
LUMO energy: -1.0575 eV
frontier orbital gap: 6.99 eV
largest force on an atom: 0.116 Eh/bohr
multiplicity: 1

```
14
C5H6N2S ωB97M-V/def2-TZVPD
S 0.01 -1.38 3.33
N 1.52 0.67 -1.26
N -1.34 1.19 -1.10
C -1.45 -0.80 0.62
C 1.01 -0.86 0.80
C -0.26 -1.05 1.53
C -0.84 0.09 -0.25
C 0.78 0.07 -0.24
H -2.14 2.01 -0.54
H -0.53 1.81 -1.65
H -2.45 -1.03 1.04
H 2.06 -1.38 1.00
H 2.53 0.27 -1.22
H 1.10 0.39 -2.05
```

***

Formula: C18H54F4KN2O32P6S4
Source: OMol25
Level of theory: ωB97M-V/def2-TZVPD

charge: -1
DFT total energy: -214325.5982 eV
LUMO energy: 1.6874 eV
frontier orbital gap: 8.42 eV
largest force on an atom: 0.133 Eh/bohr
multiplicity: 1

```
121
C18H54F4KN2O32P6S4 ωB97M-V/def2-TZVPD
K -1.99 0.24 -17.75
S -0.69 -1.86 -15.29
S 0.80 -2.76 -17.01
S -6.21 -1.10 -13.96
S -5.21 -1.42 -16.25
P -2.09 -7.56 -15.14
P -3.06 3.43 -14.95
P 6.12 -4.12 -19.21
P 0.24 -7.07 -20.16
P 4.99 -1.14 -11.75
P 3.36 1.15 -17.15
F -4.65 -2.72 -17.03
F -6.05 -1.96 -12.64
F -2.18 -2.39 -15.29
F 1.13 -2.46 -18.58
O -0.67 -5.93 -20.02
O 1.26 -6.98 -21.39
O -1.58 3.96 -15.18
O 1.20 -7.42 -18.90
O -0.87 -0.48 -14.92
O 7.70 -4.03 -19.47
O 5.88 -5.63 -19.70
O 3.28 2.36 -18.00
O 4.23 -0.09 -10.79
O -6.29 -0.96 -17.08
O 4.59 0.99 -16.14
O -0.02 -2.82 -14.45
O -2.38 -7.22 -13.61
O -5.37 0.04 -13.69
O 3.78 -1.81 -12.52
O -3.46 2.42 -15.91
O -0.53 -8.47 -20.41
O 1.97 -2.25 -16.33
O 5.37 -2.29 -10.65
O 6.14 -0.63 -12.49
O -7.64 -0.92 -14.01
O -0.53 -7.99 -15.16
O 5.26 -3.14 -19.85
O -3.96 4.75 -15.16
O -4.05 -0.58 -16.18
O -3.18 3.12 -13.38
O 2.05 1.04 -16.25
O 0.67 -4.19 -17.13
O -2.77 -8.96 -15.39
O 3.41 -0.25 -17.95
O -2.47 -6.47 -16.05
O 6.09 -4.18 -17.60
N -0.55 -2.04 -16.98
N -5.60 -2.23 -14.98
C 1.77 2.12 -15.35
C -2.19 2.21 -12.88
C -2.11 -10.18 -15.67
C 4.84 -0.20 -15.43
C -1.94 -8.02 -12.53
C 4.82 -4.26 -16.96
C -1.52 -8.85 -19.47
C 3.16 -0.25 -19.33
C 2.45 -1.26 -12.54
C 6.70 -2.76 -10.46
C 5.25 -5.90 -20.94
C 1.73 -8.17 -22.03
C 5.01 0.54 -9.79
C 0.44 -6.93 -15.10
C -4.05 5.72 -14.11
C 2.25 -6.46 -18.64
C 8.47 -3.05 -18.76
C -1.21 4.87 -16.18
H 1.90 1.88 -14.30
H -2.00 -10.40 -16.73
H 6.92 -2.61 -9.40
H 7.85 -2.48 -18.07
H -2.76 -8.69 -12.21
H -0.03 -5.98 -15.37
H 4.03 -4.69 -17.57
H 3.03 -1.27 -19.71
H 5.04 -5.03 -21.57
H 1.37 -8.16 -23.05
H 5.84 -0.58 -15.68
H 6.07 0.32 -9.83
H -1.45 1.85 -13.59
H -5.01 6.20 -14.25
H 2.19 0.14 -19.67
H 4.49 -3.31 -16.54
H -3.18 6.38 -14.08
H -1.19 -9.76 -18.95
H 1.32 -7.18 -15.68
H -1.10 -10.21 -15.27
H -0.66 5.72 -15.78
H 4.40 -6.54 -20.75
H 1.39 -9.08 -21.53
H 6.72 -3.81 -10.73
H 2.41 2.99 -15.57
H 3.92 0.19 -19.96
H -2.59 -11.01 -15.15
H 0.80 2.52 -15.62
H 7.44 -2.13 -10.96
H 2.10 -5.53 -19.18
H -1.12 -8.65 -12.85
H 3.22 -6.95 -18.73
H -1.97 5.35 -16.80
H 4.20 -1.08 -15.51
H -4.12 5.26 -13.12
H 2.07 -1.19 -13.56
H 2.35 -0.28 -12.07
H -1.81 -7.49 -11.59
H 5.98 -6.46 -21.54
H 1.85 -1.94 -11.95
H 9.02 -2.39 -19.43
H -2.39 -9.15 -20.04
H 2.11 -6.18 -17.59
H 2.82 -8.20 -22.00
H 4.82 1.62 -9.86
H -0.48 4.44 -16.86
H 9.23 -3.59 -18.18
H -1.79 -8.15 -18.68
H 4.65 0.32 -8.78
H 4.91 -4.95 -16.12
H -1.78 2.63 -11.97
H -2.74 1.33 -12.51
H 0.78 -6.82 -14.06
H 4.98 -0.02 -14.36
```

***

Formula: C47H53GePSi2Zr
Source: OMol25
Level of theory: ωB97M-V/def2-TZVPD

charge: +1
DFT total energy: -132435.1543 eV
LUMO energy (spin up / spin down): -2.7866 / -4.1002 eV
frontier orbital gap (spin up / spin down): 6.90 / 6.37 eV
largest force on an atom: 0.007 Eh/bohr
expectation value of S²: 0.76
multiplicity: 2

```
105
C47H53GePSi2Zr ωB97M-V/def2-TZVPD
Zr 0.34 0.02 0.19
Ge -2.19 -1.69 0.25
P 0.74 2.25 -1.40
Si 1.04 -2.09 -2.06
Si 3.39 0.18 2.08
C 2.86 2.14 -3.16
C -3.47 4.00 -1.21
C -2.42 -6.01 -1.72
C 0.69 1.95 -4.19
C -3.74 2.90 0.99
C -0.68 -2.71 3.07
C -2.81 -4.88 -2.43
C -0.50 -3.05 5.45
C -2.27 -3.47 -0.54
C 1.30 1.77 -5.42
C 3.95 0.66 3.79
C -0.98 2.80 -1.51
C 1.11 -3.79 -2.80
C 0.04 -3.13 4.15
C -2.03 1.40 1.77
C -2.77 -1.73 2.12
C -1.43 3.71 -2.44
C -3.84 -1.61 4.71
C 1.47 2.14 -3.05
C -1.90 -4.61 0.17
C 1.51 0.20 2.00
C 3.97 -1.56 1.69
C -3.39 -0.55 -0.81
C 2.26 4.62 -1.26
C -1.76 -2.56 5.63
C -2.53 -2.12 4.53
C -3.24 2.10 1.97
C -2.71 4.28 -2.31
C -0.28 -1.06 -2.92
C -2.74 -3.63 -1.84
C 4.13 1.37 0.83
C -1.78 2.44 -0.38
C -1.31 1.49 0.59
C 2.81 5.70 -0.58
C 0.58 -2.16 -0.23
C 3.46 1.96 -4.40
C -1.99 -2.19 3.22
C -1.97 -5.87 -0.41
C 2.68 1.77 -5.53
C 2.65 5.82 0.79
C 2.67 -1.17 -2.18
C 1.93 4.86 1.49
C 1.56 3.64 -0.56
C -4.03 -1.24 2.35
C -3.02 3.11 -0.21
C 1.39 3.77 0.82
C -4.58 -1.18 3.65
H -2.19 -2.50 6.62
H -2.94 -0.24 -1.75
H 1.80 4.95 2.56
H 4.54 1.97 -4.48
H -1.67 -6.74 0.16
H -3.07 -2.77 -2.41
H 0.81 3.04 1.37
H 1.16 -0.64 2.62
H -1.70 0.73 2.56
H -4.64 -0.87 1.53
H -0.54 -0.11 -2.42
H 3.35 6.46 -1.13
H 5.04 0.65 3.87
H 3.84 1.11 -0.20
H 1.33 -3.76 -3.87
H 2.38 4.55 -2.33
H -1.56 -4.53 1.20
H 1.04 -3.53 4.01
H 0.08 -3.39 6.30
H 0.12 -3.13 -0.05
H 2.91 -0.91 -3.22
H 3.61 1.67 4.05
H -5.58 -0.80 3.79
H 0.68 1.63 -6.30
H 2.67 -0.22 -1.63
H -4.43 4.48 -1.08
H 3.80 -1.84 0.65
H -0.79 4.02 -3.26
H 3.81 2.40 1.02
H 3.49 -1.76 -1.77
H 3.08 6.66 1.31
H -3.18 -4.99 -3.44
H -4.25 -1.56 5.72
H -3.06 4.98 -3.05
H 3.15 1.64 -6.50
H -0.39 1.93 -4.11
H -4.28 -1.14 -1.03
H 3.56 -0.02 4.54
H 3.46 -2.29 2.32
H -4.69 3.41 1.12
H 1.12 1.12 2.47
H -0.25 -2.78 2.08
H -3.67 0.33 -0.24
H -2.47 -6.99 -2.17
H 5.22 1.34 0.88
H 5.04 -1.65 1.87
H 0.15 -4.29 -2.66
H 3.49 2.28 -2.29
H -1.21 -1.62 -3.01
H 1.48 -2.11 0.41
H -3.77 1.97 2.91
H 1.88 -4.38 -2.31
H 0.05 -0.78 -3.92
```

***

Formula: C54H74F6Ge2NOP2Rb
Source: OMol25
Level of theory: ωB97M-V/def2-TZVPD

charge: -1
DFT total energy: -209310.1193 eV
LUMO energy (spin up / spin down): 1.8084 / 0.3976 eV
frontier orbital gap (spin up / spin down): 5.03 / 3.61 eV
largest force on an atom: 0.026 Eh/bohr
expectation value of S²: 0.76
multiplicity: 2

```
141
C54H74F6Ge2NOP2Rb ωB97M-V/def2-TZVPD
Rb 0.68 -0.28 -0.17
Ge 0.38 -1.32 2.96
Ge -1.97 -1.77 3.44
P -2.70 0.59 -1.30
P 0.78 2.64 1.02
F 5.18 1.20 -2.80
F 5.51 0.82 -0.70
F 6.04 -0.68 -2.17
F 4.59 -1.65 0.08
F 4.27 -2.73 -1.76
F 2.59 -2.11 -0.56
O 2.85 0.47 -1.08
N -0.50 2.43 -1.54
C -4.95 3.95 -4.84
C -3.39 -0.87 -3.70
C -5.00 1.45 -0.05
C 2.30 -0.09 4.82
C 1.43 3.07 -2.94
C -3.77 3.57 -3.98
C -0.96 -0.53 -3.17
C 1.55 3.19 -0.54
C 2.83 4.06 2.63
C 1.21 -4.43 -2.12
C 1.29 -5.20 0.28
C 0.09 0.85 4.88
C -3.02 -0.17 3.02
C 5.11 0.26 -1.84
C 2.73 3.54 -3.03
C -4.50 0.33 -0.96
C 2.85 3.68 -0.67
C 0.79 2.91 -1.70
C 2.73 0.86 5.74
C -2.71 2.06 -2.37
C 2.75 -3.01 2.87
C 0.53 -4.08 -3.28
C 3.67 -0.32 -1.76
C 3.21 -0.63 -3.20
C -3.80 2.46 -3.15
C -4.71 -1.04 -0.31
C -2.64 -3.14 2.22
C -1.32 3.43 2.63
C -0.87 -4.07 -3.26
C 3.46 3.88 -1.89
C 2.91 -5.29 3.62
C 3.82 -1.70 -1.02
C 4.86 4.44 -1.99
C 3.50 -4.17 3.05
C 0.82 -4.09 3.81
C 3.17 1.62 2.05
C 2.13 2.73 2.32
C -1.49 3.96 -3.22
C -2.37 -0.75 -2.58
C -1.12 4.71 0.48
C -0.35 4.01 1.60
C -2.46 -2.31 5.24
C 1.27 -3.73 -4.54
C 1.41 -2.95 3.26
C 1.57 -5.25 4.00
C 1.83 1.80 6.24
C 0.53 -4.77 -0.95
C -0.86 -4.75 -0.96
C 0.98 -0.11 4.38
C -2.58 4.31 -3.98
C -3.09 -4.44 -2.10
C -1.58 -4.41 -2.11
C -1.49 2.80 -2.39
C 0.51 1.79 5.82
H -4.38 -1.15 -3.34
H -4.43 -1.86 -0.98
H 3.93 1.62 2.84
H -1.41 -5.02 -0.06
H -2.35 -1.69 -2.01
H -2.74 0.21 2.03
H -0.89 0.46 -3.63
H -3.73 -3.20 2.35
H -0.46 5.11 -0.29
H 0.90 2.77 -3.84
H 2.34 -3.63 -4.36
H -4.08 -0.45 3.00
H 2.27 4.94 2.28
H -0.79 2.94 3.46
H 5.47 4.13 -1.14
H -4.12 -1.13 0.61
H 3.02 -0.82 4.45
H 3.82 4.11 2.17
H 4.87 5.54 -2.01
H 2.31 -1.25 -3.16
H 3.23 -2.15 2.40
H 2.71 0.62 2.06
H -3.48 0.07 -4.25
H -2.88 0.64 3.74
H -0.61 4.59 -3.22
H 0.72 -5.00 1.19
H 3.76 0.88 6.06
H -1.97 2.68 2.15
H 2.30 -4.43 -2.12
H -4.82 4.93 -5.29
H -0.74 -1.29 -3.92
H 3.20 3.62 -4.01
H 1.13 -4.50 -5.30
H -5.89 3.97 -4.27
H -5.07 0.35 -1.89
H 2.24 -4.68 0.35
H 4.53 -4.20 2.74
H -1.71 5.53 0.90
H -2.04 -3.28 5.50
H -1.96 4.21 3.05
H 2.95 0.32 -3.66
H -3.49 -3.92 -1.23
H 2.97 4.17 3.71
H -4.83 2.43 -0.49
H -0.22 -4.09 4.11
H 3.97 -1.15 -3.80
H -6.07 1.34 0.15
H 2.16 2.55 6.94
H 1.57 2.43 3.21
H -2.53 5.21 -4.59
H 1.10 -6.13 4.43
H 3.65 1.73 1.08
H -3.46 -5.47 -2.06
H -1.42 -3.78 -4.15
H -2.43 -2.85 1.18
H -3.55 -2.37 5.25
H -5.10 3.24 -5.67
H -0.20 -0.59 -2.40
H -0.20 2.51 6.20
H -5.77 -1.18 -0.04
H -1.81 4.02 -0.01
H -2.13 -1.58 5.98
H 1.50 -6.27 0.25
H -2.21 -4.12 2.40
H -3.07 -1.64 -4.42
H -4.48 1.42 0.92
H -4.72 1.89 -3.11
H 0.92 -2.79 -4.97
H 3.48 -6.20 3.76
H 3.43 3.89 0.22
H 0.28 4.75 2.09
H -3.50 -3.97 -3.00
H -0.94 0.87 4.53
H 5.36 4.09 -2.90
```

***

Formula: C3HBrN2O3
Source: OMol25
Level of theory: ωB97M-V/def2-TZVPD

DFT total energy: -82283.3368 eV
LUMO energy (spin up / spin down): -0.9790 / -0.9777 eV
frontier orbital gap (spin up / spin down): 7.65 / 7.65 eV
largest force on an atom: 0.053 Eh/bohr
multiplicity: 1

```
10
C3HBrN2O3 ωB97M-V/def2-TZVPD
Br 3.35 -1.31 -0.14
O -0.56 2.37 -1.24
O -1.04 2.90 0.83
O -1.08 -0.14 -0.05
N -0.74 2.12 -0.04
N 0.61 -1.70 0.09
C 1.70 -1.46 0.58
C -0.25 0.83 0.18
C -0.62 -1.43 -0.05
H -1.38 -2.18 -0.16
```